No. 1
{
  "formula": "C16H15N2O3RuS5",
  "method": "ωB97M-V/def2-TZVPD",
  "elements": ["Ru", "S", "C", "S", "C", "C", "S", "S", "S", "C", "O", "C", "C", "C", "C", "C", "C", "O", "C", "O", "C", "H", "H", "H", "H", "H", "H", "H", "H", "H", "C", "C", "N", "C", "C", "N", "H", "H", "H", "H", "H", "H"],
  "xyz": [[-0.308, 1.210, -1.423], [-4.845, -2.388, 0.742], [-4.023, -1.491, -0.353], [-2.776, -2.147, -1.384], [-2.217, -0.625, -2.033], [-2.923, 0.506, -1.639], [-2.590, 2.097, -2.186], [-4.279, 0.220, -0.570], [-0.869, -0.609, -3.088], [-1.999, -4.346, 2.145], [-0.675, -4.490, 1.670], [-0.051, -3.430, 1.117], [1.224, -3.690, 0.583], [1.957, -2.678, 0.020], [1.473, -1.371, -0.080], [2.304, -0.340, -0.700], [3.751, -0.284, -0.264], [1.907, 0.499, -1.506], [0.162, -1.087, 0.442], [-0.358, 0.090, 0.465], [-0.557, -2.149, 1.047], [-2.262, -5.303, 2.594], [-2.688, -4.129, 1.325], [-2.075, -3.562, 2.905], [1.612, -4.693, 0.629], [2.912, -2.925, -0.423], [4.183, -1.271, -0.142], [3.787, 0.218, 0.702], [4.318, 0.304, -0.982], [-1.524, -1.901, 1.461], [-1.159, 3.804, 0.465], [0.227, 3.976, -0.033], [0.768, 3.215, -0.961], [2.032, 3.673, -1.178], [2.263, 4.737, -0.360], [1.109, 4.921, 0.357], [-1.365, 2.727, 0.553], [-1.869, 4.215, -0.256], [-1.312, 4.277, 1.430], [2.666, 3.204, -1.903], [3.120, 5.363, -0.223], [0.952, 5.652, 1.033]],
  "orbital_gap_ev": [6.5910, 5.7237],
  "spin_multiplicity": 2,
  "energy_ev": -82715.09678
}



No. 2
{
  "formula": "C2H6O",
  "method": "ωB97M-V/def2-TZVPD",
  "elements": ["C", "C", "H", "H", "H", "H", "O", "H", "H"],
  "xyz": [[-0.549, 1.041, -0.259], [-1.488, 0.154, 0.172], [0.440, 1.045, 0.210], [-0.578, 1.767, -1.014], [-1.399, -0.514, 1.035], [-2.560, 0.224, -0.236], [2.217, -1.488, -0.057], [1.550, -1.150, -0.690], [2.367, -1.080, 0.839]],
  "orbital_gap_ev": 11.3113,
  "smiles": "C=C.O",
  "energy_ev": -4217.30141
}



No. 3
{
  "formula": "C46H49N4PbS",
  "method": "ωB97M-V/def2-TZVPD",
  "elements": ["Pb", "S", "C", "C", "C", "C", "C", "C", "N", "C", "C", "C", "C", "C", "C", "C", "H", "H", "H", "H", "H", "H", "H", "H", "C", "C", "C", "C", "C", "C", "C", "C", "C", "C", "C", "C", "C", "C", "C", "H", "H", "H", "H", "H", "H", "H", "H", "H", "H", "C", "C", "N", "C", "C", "N", "C", "C", "H", "H", "H", "H", "H", "H", "H", "H", "H", "H", "H", "H", "H", "C", "C", "C", "C", "C", "C", "C", "C", "N", "C", "C", "C", "C", "H", "H", "H", "H", "H", "H", "H", "H", "H", "H", "H", "H", "H", "H", "H", "H", "H", "H"],
  "xyz": [[-0.123, 2.030, -0.325], [0.651, 6.753, 0.084], [2.248, 6.075, 0.011], [3.479, 6.722, 0.048], [4.623, 5.951, -0.012], [4.545, 4.557, -0.101], [3.324, 3.916, -0.139], [2.163, 4.684, -0.088], [0.865, 4.200, -0.113], [-0.024, 5.157, -0.025], [-1.449, 4.866, -0.024], [-2.397, 5.887, 0.091], [-3.741, 5.577, 0.091], [-4.137, 4.246, -0.029], [-3.194, 3.237, -0.146], [-1.825, 3.515, -0.140], [3.539, 7.800, 0.124], [5.591, 6.432, 0.017], [5.459, 3.978, -0.133], [3.249, 2.836, -0.191], [-2.084, 6.922, 0.183], [-4.480, 6.361, 0.182], [-5.191, 3.998, -0.029], [-3.542, 2.214, -0.233], [-1.445, -1.838, -0.016], [-0.550, -2.464, 0.529], [0.520, -3.104, 1.145], [0.938, -2.587, 2.460], [0.884, -1.212, 2.719], [1.251, -0.705, 3.955], [1.673, -1.562, 4.962], [1.722, -2.929, 4.723], [1.360, -3.438, 3.486], [1.229, -4.169, 0.463], [2.522, -4.572, 0.851], [3.199, -5.570, 0.167], [2.620, -6.192, -0.934], [1.345, -5.804, -1.336], [0.661, -4.815, -0.652], [0.550, -0.538, 1.938], [1.203, 0.362, 4.132], [1.955, -1.169, 5.930], [2.031, -3.606, 5.509], [1.376, -4.508, 3.319], [2.992, -4.104, 1.707], [4.183, -5.872, 0.503], [3.144, -6.982, -1.457], [0.873, -6.294, -2.178], [-0.343, -4.543, -0.955], [4.404, -0.573, -2.701], [3.054, 0.183, -2.605], [2.101, -0.590, -1.826], [1.942, -1.920, -2.398], [3.257, -2.720, -2.280], [4.308, -1.761, -1.786], [3.975, -1.308, -0.393], [2.554, -0.703, -0.443], [5.254, 0.022, -2.373], [4.607, -0.957, -3.700], [2.651, 0.355, -3.603], [3.188, 1.156, -2.132], [1.638, -1.820, -3.441], [1.151, -2.440, -1.862], [3.608, -3.119, -3.231], [3.193, -3.529, -1.553], [5.204, -2.242, -1.770], [4.742, -0.592, -0.101], [4.031, -2.184, 0.252], [2.531, 0.279, 0.031], [1.857, -1.340, 0.097], [-6.848, 0.558, 1.128], [-5.350, 0.464, 1.247], [-4.671, 1.108, 2.273], [-3.293, 0.999, 2.403], [-2.545, 1.743, 3.473], [-2.591, 0.235, 1.480], [-3.250, -0.397, 0.431], [-4.632, -0.294, 0.328], [-2.472, -1.159, -0.504], [-2.741, -1.193, -1.982], [-3.235, 0.171, -2.459], [-3.728, -2.313, -2.320], [-1.420, -1.483, -2.692], [-7.255, 1.274, 1.840], [-7.314, -0.409, 1.323], [-7.145, 0.869, 0.126], [-5.227, 1.708, 2.985], [-3.222, 2.151, 4.222], [-1.989, 2.574, 3.029], [-1.826, 1.093, 3.975], [-1.513, 0.142, 1.566], [-5.168, -0.814, -0.451], [-4.193, 0.455, -2.032], [-3.351, 0.139, -3.543], [-2.508, 0.951, -2.220], [-4.727, -2.124, -1.933], [-3.376, -3.260, -1.908], [-3.807, -2.418, -3.403], [-0.654, -0.759, -2.401], [-1.580, -1.412, -3.768], [-1.064, -2.490, -2.468]],
  "orbital_gap_ev": [5.9567, 4.7822],
  "total_charge": 1,
  "energy_ev": -70533.02266
}



No. 4
{
  "formula": "C17H20N2O2S",
  "method": "ωB97M-V/def2-TZVPD",
  "elements": ["C", "C", "O", "C", "C", "C", "C", "N", "C", "S", "N", "C", "C", "C", "C", "O", "C", "C", "C", "C", "C", "C", "H", "H", "H", "H", "H", "H", "H", "H", "H", "H", "H", "H", "H", "H", "H", "H", "H", "H", "H", "H"],
  "xyz": [[1.944, -0.737, 3.809], [2.248, -0.734, 2.313], [2.257, 0.565, 1.760], [1.086, 1.166, 1.420], [1.207, 2.435, 0.848], [0.099, 3.110, 0.390], [-1.166, 2.536, 0.492], [-2.273, 3.198, -0.058], [-3.360, 2.663, -0.669], [-4.732, 3.575, -0.837], [-3.342, 1.392, -1.143], [-2.235, 0.576, -1.419], [-1.058, 1.099, -1.951], [0.040, 0.291, -2.130], [-0.010, -1.066, -1.802], [1.145, -1.760, -1.973], [1.188, -3.124, -1.606], [2.615, -3.610, -1.809], [-1.208, -1.604, -1.344], [-2.308, -0.786, -1.157], [-1.298, 1.312, 1.136], [-0.185, 0.626, 1.586], [2.004, -1.752, 4.193], [2.669, -0.118, 4.330], [0.951, -0.342, 4.007], [3.261, -1.109, 2.143], [1.546, -1.378, 1.768], [2.193, 2.861, 0.756], [0.210, 4.081, -0.071], [-2.328, 4.199, 0.074], [-4.255, 1.039, -1.396], [-1.008, 2.142, -2.221], [0.963, 0.689, -2.521], [0.496, -3.707, -2.231], [0.894, -3.242, -0.554], [3.295, -3.029, -1.193], [2.691, -4.659, -1.536], [2.902, -3.489, -2.849], [-1.298, -2.655, -1.120], [-3.229, -1.209, -0.783], [-2.278, 0.888, 1.287], [-0.333, -0.331, 2.060]],
  "orbital_gap_ev": 8.1818,
  "smiles": "CCOc1ccc(NC(=S)Nc2ccc(OCC)cc2)cc1",
  "energy_ev": -35864.04704
}



No. 5
{
  "formula": "C2H5N5O",
  "method": "ωB97M-V/def2-TZVPD",
  "elements": ["H", "N", "C", "N", "N", "C", "N", "N", "O", "H", "H", "H", "H"],
  "xyz": [[2.519, 1.421, 0.101], [2.513, 0.408, 0.030], [1.291, -0.046, 0.031], [0.820, -1.442, -0.065], [-0.627, -1.640, -0.043], [-1.053, -0.354, -0.055], [-2.359, 0.092, -0.001], [0.007, 0.514, 0.056], [-0.303, 1.793, -0.153], [1.394, -2.200, 0.228], [-2.745, -0.174, 0.902], [-2.388, 1.055, -0.307], [-0.256, 2.427, 0.615]],
  "orbital_gap_ev": 8.2477,
  "smiles": "[H]/N=c1/[nH]nc(N)n1O",
  "energy_ev": -11649.97037
}



No. 6
{
  "formula": "C3H11NO4",
  "method": "ωB97M-V/def2-TZVPD",
  "elements": ["H", "O", "N", "H", "H", "H", "C", "H", "C", "O", "O", "H", "C", "H", "H", "H", "O", "H", "H"],
  "xyz": [[-0.089, 1.095, -0.934], [-0.629, 0.910, -1.985], [0.745, 1.055, 0.060], [-0.882, 1.796, -2.276], [1.359, 1.805, 0.345], [1.400, 0.339, -0.318], [0.036, 0.458, 1.264], [-0.680, 1.235, 1.649], [-0.843, -0.754, 0.981], [-0.886, -1.773, 1.640], [-1.735, -0.694, 0.018], [-1.676, -0.043, -0.754], [1.084, 0.094, 2.344], [1.810, 0.922, 2.252], [0.707, -0.266, 3.308], [1.480, -0.901, 1.991], [1.625, 0.064, -2.825], [0.643, 0.238, -2.747], [1.627, -0.594, -3.531]],
  "orbital_gap_ev": 10.9175,
  "energy_ev": -12969.20923
}



| no. | strongest force on any atom (eV/A) |
| --- | --- |
| 1 | 2.13 |
| 2 | 3.36 |
| 3 | 0.22 |
| 4 | 0.65 |
| 5 | 4.44 |
| 6 | 2.47 |